Computed, not measured: 6 unconnected molecules or ions with the total composition C4H20N2O7 in a non-equilibrium geometry, with ωB97M-V with the def2-TZVPD basis set.

Computed properties:
**Highest occupied orbital energy**: -0.352 Ha
**Energy relative to the best compared isomer or geometry (same formula, charge and spin)**: 42.4 kcal per mole
**Maximum force**: 4.7 eV Å⁻¹
**E_LUMO**: 0.0158 Ha
**SMILES**: O=CNCCNCO.O.O.O.O.O
**Gap between HOMO and LUMO**: 10.00 eV
**Charge**: 0
**DFT total energy**: -800.56984 hartree

Last column: Löwdin charge in e.
Element x y z (Å)
O: -0.406 -1.729 2.841  -0.0805
O: -1.458 -2.752 -1.135  -0.0575
O: -2.171 -0.129 -0.150  -0.0091
O: 0.746 -2.660 0.583  -0.0796
O: 0.916 -0.116 -0.381  -0.1497
O: 2.432 1.948 0.620  -0.0467
O: 3.106 -1.232 1.598  -0.0670
N: -0.230 0.962 -2.250  -0.0250
N: -1.321 1.745 0.629  0.0354
C: 1.017 0.400 -1.796  -0.1833
C: -0.524 2.382 -1.726  -0.1333
C: -1.653 2.298 -0.684  -0.1810
C: -1.686 0.396 0.842  -0.2557
H: -1.001 0.327 -2.126  0.0900
H: 3.093 2.114 1.291  0.0456
H: -0.104 -1.933 1.929  -0.0147
H: 1.782 1.324 0.941  -0.0037
H: -2.427 1.768 -1.203  0.1073
H: 1.859 1.074 -1.944  0.1188
H: -0.731 2.961 -2.610  0.0992
H: -1.829 -2.018 -0.615  0.0136
H: -1.446 -0.019 1.775  0.1028
H: 0.968 -1.823 0.132  0.0092
H: 0.412 2.829 -1.367  0.1103
H: 2.678 -1.031 0.756  -0.0045
H: -2.153 3.249 -0.452  0.1223
H: 0.193 -1.089 3.231  0.0319
H: 2.617 -2.074 1.689  0.0331
H: 0.212 0.399 0.010  0.0129
H: -0.554 2.170 1.131  0.1314
H: -2.252 -3.224 -1.398  0.0516
H: 1.111 -0.614 -2.264  0.1371
H: -0.049 -3.091 0.230  0.0386



Computed, not measured: a single C6H8 molecule, with ωB97M-V with the def2-TZVPD basis set.

Computed properties:
**Highest occupied orbital energy**: -0.298 Ha
**Energy relative to the best compared isomer or geometry (same formula, charge and spin)**: 70.2 kcal per mole
**Maximum force**: 0.4 eV Å⁻¹
**E_LUMO**: 0.0140 Ha
**Gap between HOMO and LUMO**: 8.50 eV
**Charge**: 0
**DFT total energy**: -233.27510 hartree

Last column: Löwdin charge in e.
Element x y z (Å)
C: 1.048 -0.340 0.892  -0.2632
C: 0.065 0.737 -1.104  -0.1189
C: -0.244 -0.821 1.418  0.0562
C: -1.131 0.665 -0.520  -0.1170
C: -1.385 -0.351 0.568  -0.2554
C: 1.158 -0.188 -0.636  -0.1985
H: -1.776 -1.297 0.144  0.1319
H: 1.015 0.680 1.342  0.1467
H: -2.192 -0.048 1.247  0.1028
H: 1.035 -1.184 -1.089  0.1173
H: 2.152 0.166 -0.928  0.1058
H: 0.278 1.472 -1.878  0.0993
H: -1.936 1.346 -0.794  0.0973
H: 1.913 -0.837 1.340  0.0958



Computed, not measured: a gas-phase ion, C5H12N (charge +1) in a non-equilibrium geometry, with ωB97M-V with the def2-TZVPD basis set.

Computed properties:
**Highest occupied orbital energy**: -0.497 Ha
**Energy relative to the best compared isomer or geometry (same formula, charge and spin)**: 91.2 kcal per mole
**Maximum force**: 4.3 eV Å⁻¹
**E_LUMO**: -0.1532 Ha
**Gap between HOMO and LUMO**: 9.34 eV
**Charge**: +1
**DFT total energy**: -252.08575 hartree

Last column: Löwdin charge in e.
Element x y z (Å)
N: -0.667 0.298 0.844  0.0685
C: 1.780 0.555 0.613  -0.0416
C: 0.570 -0.044 0.018  -0.2634
C: -1.709 0.273 -0.243  -0.1679
C: 0.642 -1.581 -0.244  0.0045
C: -0.946 1.018 -1.282  0.1332
H: -1.785 -0.777 -0.558  0.1252
H: 1.594 1.510 1.106  0.0879
H: -0.587 1.113 1.365  0.1428
H: 2.457 0.710 -0.285  0.1324
H: -0.997 0.805 -2.320  0.0846
H: 2.242 -0.154 1.302  0.1015
H: -2.692 0.512 0.022  0.1152
H: -0.705 1.947 -0.824  0.0745
H: 0.085 -2.010 0.580  0.0938
H: 1.552 -2.007 -0.466  0.0705
H: -0.908 -0.429 1.499  0.1649
H: 0.074 -1.739 -1.128  0.0732



Computed, not measured: a single C5H10O molecule, with ωB97M-V with the def2-TZVPD basis set.

Computed properties:
**Highest occupied orbital energy**: -0.349 Ha
**Energy relative to the best compared isomer or geometry (same formula, charge and spin)**: 26.3 kcal per mole
**Maximum force**: 0.4 eV Å⁻¹
**E_LUMO**: 0.0331 Ha
**SMILES**: C[C@@H]1[C@H](C)[C@@H]1O
**Gap between HOMO and LUMO**: 10.39 eV
**Charge**: 0
**DFT total energy**: -271.71064 hartree

Last column: Löwdin charge in e.
Element x y z (Å)
O: 0.949 -1.480 0.754  -0.0126
C: 1.294 0.847 -0.899  -0.0678
C: 0.328 -0.319 1.219  -0.3182
C: 0.473 0.901 0.368  -0.2538
C: -1.484 -0.554 -0.679  -0.0585
C: -0.877 0.215 0.480  -0.2382
H: -2.528 -0.257 -0.823  0.0728
H: -1.601 0.731 1.109  0.1270
H: 0.938 1.582 -1.631  0.0799
H: 2.343 1.069 -0.675  0.0800
H: 0.355 -0.192 2.303  0.1413
H: 1.264 -0.145 -1.355  0.0722
H: 0.418 -2.232 1.047  0.1002
H: -1.470 -1.638 -0.511  0.0738
H: 0.561 1.838 0.915  0.1315
H: -0.962 -0.367 -1.624  0.0706



Computed, not measured: a molecular structure, C24H46BN8Sn, with ωB97M-V with the def2-TZVPD basis set.

Computed properties:
**Highest occupied orbital energy**: -0.626 Ha
**Maximum force**: 0.6 eV Å⁻¹
**E_LUMO**: -0.3389 Ha
**Gap between HOMO and LUMO**: 7.82 eV
**Charge**: +3
**DFT total energy**: -1618.50176 hartree

Last column: Löwdin charge in e.
Element x y z (Å)
Sn: 0.572 0.555 -0.470  1.4337
N: 1.632 -3.044 -6.731  0.2076
N: 0.349 2.964 1.499  -0.0278
N: 1.584 -1.578 -3.189  -0.0021
N: 1.183 2.340 0.617  -0.0856
N: -1.863 2.023 0.887  -0.0258
N: -0.442 0.976 2.838  0.0769
N: -0.559 -0.365 2.545  -0.0140
N: -1.463 1.363 -0.236  -0.0975
C: 1.226 -2.798 1.729  -0.0523
C: -4.183 -0.379 2.820  -0.0529
C: -3.162 -2.555 3.541  -0.0538
C: 1.432 -3.102 4.225  -0.0412
C: -2.394 0.809 -2.494  -0.3505
C: 3.436 2.827 -0.444  -0.3525
C: 1.129 -1.860 -4.554  -0.2645
C: -2.319 -0.719 -2.365  -0.0528
C: 0.946 4.071 1.946  -0.0054
C: -3.077 2.542 0.679  -0.0048
C: 3.212 3.648 -1.727  -0.0340
C: 0.547 1.087 3.729  -0.0031
C: 0.569 -2.539 3.095  -0.3423
C: 2.187 4.195 1.348  0.0473
C: -2.457 1.463 -1.144  -0.2544
C: 3.650 1.354 -0.787  -0.1156
C: 2.059 -2.827 -5.295  -0.1290
C: -1.835 -0.955 2.078  -0.0756
C: 0.365 -1.061 3.257  -0.1707
C: -2.888 -1.087 3.212  -0.3764
C: -3.498 2.203 -0.596  0.0563
C: 1.092 -0.156 4.007  0.0633
C: 2.309 3.091 0.513  -0.2426
C: -1.239 1.360 -3.338  -0.0555
B: -0.931 2.297 2.063  -0.4836
H: -3.328 1.063 -2.994  0.1512
H: -3.467 -3.102 2.644  0.0957
H: 2.166 -2.245 1.654  0.0885
H: 0.125 -2.286 -4.496  0.1189
H: -0.398 -3.042 3.112  0.1183
H: 2.948 1.027 -1.566  0.0021
H: 1.452 -3.859 1.618  0.0974
H: 0.574 -2.500 0.902  0.0431
H: 2.516 -1.176 -3.212  0.0756
H: -4.938 -0.508 3.595  0.0952
H: 1.686 -2.183 -7.278  0.1787
H: 4.337 3.201 0.044  0.1545
H: -2.295 -3.052 3.978  0.0714
H: -4.429 2.465 -1.072  0.1341
H: 1.899 -0.370 4.689  0.1339
H: 2.913 4.979 1.493  0.1365
H: 0.674 -3.394 -6.797  0.1790
H: 0.455 4.712 2.664  0.1518
H: -3.566 3.124 1.446  0.1510
H: -2.481 -0.598 4.103  0.1444
H: 2.234 -3.731 -7.192  0.1832
H: -1.283 2.446 -3.420  0.1001
H: 1.062 -0.915 -5.099  0.1213
H: -4.588 -0.799 1.893  0.0941
H: 1.658 -2.443 -2.664  0.0836
H: -1.439 3.039 2.846  0.1380
H: 3.564 0.701 0.086  0.0734
H: 1.369 -4.189 4.233  0.0972
H: -3.163 -1.110 -1.795  0.0951
H: 2.267 3.361 -2.200  0.0804
H: 0.838 2.057 4.105  0.1508
H: -1.397 -1.031 -1.866  0.0236
H: -2.231 -0.346 1.279  0.0941
H: 3.077 -2.445 -5.320  0.1387
H: 4.646 1.210 -1.206  0.1031
H: 3.170 4.715 -1.513  0.0950
H: -1.270 0.941 -4.344  0.0909
H: 2.480 -2.826 4.092  0.0941
H: -1.590 -1.933 1.668  0.1219
H: 1.102 -2.741 5.200  0.0953
H: 2.067 -3.802 -4.814  0.1395
H: 4.022 3.477 -2.436  0.0955
H: -4.029 0.692 2.680  0.0664
H: -0.261 1.092 -2.911  0.0032
H: -2.339 -1.183 -3.352  0.0863
H: -3.975 -2.634 4.263  0.0948



Computed, not measured: 2 unconnected molecules or ions with the total composition C15H17F2N2 in a non-equilibrium geometry, with ωB97M-V with the def2-TZVPD basis set.

Computed properties:
**Highest occupied orbital energy**: -0.413 Ha
**Energy relative to the best compared isomer or geometry (same formula, charge and spin)**: 27.7 kcal per mole
**Maximum force**: 3.4 eV Å⁻¹
**E_LUMO**: -0.2294 Ha
**Gap between HOMO and LUMO**: 5.00 eV
**Charge**: +1
**DFT total energy**: -890.65663 hartree

Last column: Löwdin charge in e.
Element x y z (Å)
F: 5.182 1.035 -1.356  0.0816
F: -5.365 1.018 -1.314  0.0838
N: 1.019 -0.598 2.270  -0.1270
N: -0.142 -0.091 1.668  -0.1042
C: 1.227 -0.259 -1.189  -0.2040
C: 1.426 0.202 3.413  -0.0902
C: -0.098 -0.797 -0.878  0.0372
C: -3.815 -0.787 -1.318  0.0328
C: -1.338 -0.511 2.395  -0.0719
C: -4.064 0.584 -1.374  -0.1997
C: 3.878 0.608 -1.363  -0.2035
C: -3.042 1.530 -1.441  0.0393
C: -1.721 1.083 -1.459  0.0226
C: -2.489 -1.204 -1.272  0.0095
C: -1.410 -0.281 -1.268  -0.1929
C: 3.625 -0.764 -1.370  0.0316
C: 1.541 1.116 -1.202  0.0113
C: 2.299 -1.181 -1.305  0.0036
C: 2.860 1.558 -1.301  0.0375
H: -0.096 -1.887 -0.748  0.1415
H: 0.549 0.377 4.036  0.0697
H: -0.151 -0.456 0.673  0.0392
H: 1.743 -0.631 1.554  0.1052
H: -0.928 1.811 -1.594  0.1017
H: 4.442 -1.481 -1.398  0.1362
H: 3.094 2.621 -1.287  0.1373
H: -3.275 2.594 -1.457  0.1379
H: -1.581 -1.574 2.216  0.0945
H: -1.162 -0.365 3.462  0.0771
H: 1.853 1.169 3.109  0.0843
H: -2.257 -2.272 -1.210  0.1324
H: 2.063 -2.249 -1.323  0.1318
H: 0.755 1.857 -1.084  0.1022
H: -2.186 0.091 2.042  0.0860
H: -4.632 -1.502 -1.271  0.1366
H: 2.193 -0.363 3.945  0.0891



Computed, not measured: a molecular structure, C46H34F4MnN10O3S3 in a non-equilibrium geometry, with ωB97M-V with the def2-TZVPD basis set.

Computed properties:
**Multiplicity**: 2
**Highest occupied orbital energy (spin up / spin down)**: -0.099 / -0.099 Ha
**Maximum force**: 1.8 eV Å⁻¹
**E_LUMO (spin up / spin down)**: 0.0908 / 0.0886 Ha
**Gap between HOMO and LUMO (spin up / spin down)**: 5.16 / 5.11 eV
**Charge**: -2
**DFT total energy**: -5291.69640 hartree

Last column: Mulliken spin population.
Element x y z (Å)
Mn: 1.325 -0.267 0.554  1.0099
S: 2.228 6.943 2.698  0.0000
S: 1.319 -2.043 1.906  0.0115
S: 1.124 1.358 -1.696  0.0019
F: 0.831 -3.897 -2.805  -0.0003
F: 6.095 -2.888 -3.444  0.0000
F: 4.989 -4.739 -4.918  0.0000
F: 1.935 -2.082 -1.343  0.0278
O: 3.544 7.234 2.155  0.0000
O: 2.079 7.222 4.118  0.0000
O: 1.122 7.410 1.873  0.0000
N: 6.317 0.360 -2.900  0.0029
N: -0.232 -6.216 -4.581  0.0001
N: -1.246 -1.587 1.025  0.0172
N: 3.325 -0.272 0.278  -0.0266
N: 3.298 -6.447 -6.922  0.0001
N: 1.181 1.039 2.167  -0.0167
N: -0.343 -3.850 3.492  0.0030
N: -1.063 -3.136 2.638  0.0040
N: -0.708 -0.644 0.389  -0.0492
N: 2.934 0.617 -3.502  0.0004
C: 3.486 -0.079 -4.523  0.0004
C: -0.673 -6.422 6.082  -0.0003
C: 1.682 0.436 -3.027  -0.0052
C: -5.760 2.136 1.352  0.0000
C: 1.611 2.435 2.311  -0.0155
C: -1.638 -0.139 -0.595  -0.0025
C: 5.591 -0.356 -2.347  -0.0006
C: -1.779 4.506 -0.462  0.0000
C: 2.756 -1.023 -5.177  -0.0004
C: -6.594 3.067 0.745  0.0001
C: 4.005 -0.627 -0.594  0.0089
C: -2.050 1.193 -0.630  0.0018
C: 2.077 5.152 2.578  0.0011
C: 4.781 -3.123 -3.263  -0.0005
C: 4.191 -4.093 -4.048  -0.0002
C: -0.119 -5.498 5.213  0.0002
C: 2.749 -2.729 -2.225  0.0009
C: -0.422 -2.289 1.905  0.0120
C: -2.044 -6.641 6.105  0.0005
C: 2.835 -5.958 -5.980  0.0000
C: -0.934 -4.769 4.345  0.0000
C: -4.384 2.286 1.287  0.0001
C: 1.703 4.402 3.686  -0.0001
C: -3.800 3.361 0.615  0.0008
C: -2.944 -0.672 -2.543  -0.0001
C: -2.850 -5.915 5.238  -0.0001
C: 1.436 -1.238 -4.758  0.0004
C: 4.081 -2.352 -2.341  -0.0044
C: -1.861 4.082 1.964  0.0011
C: -4.649 4.289 0.018  0.0003
C: -6.031 4.145 0.081  -0.0002
C: -2.087 -1.064 -1.528  -0.0111
C: 0.906 -0.511 -3.723  0.0004
C: -1.564 2.157 0.425  0.0014
C: 2.281 4.522 1.358  0.0006
C: 4.679 -1.183 -1.661  0.0060
C: 2.153 -3.703 -2.993  -0.0006
C: -3.345 0.652 -2.613  -0.0007
C: -2.282 3.517 0.598  -0.0010
C: -2.905 1.561 -1.663  0.0057
C: 2.192 -5.390 -4.851  0.0005
C: 0.852 -5.819 -4.677  0.0000
C: 2.828 -4.426 -3.984  0.0007
C: 2.053 3.157 1.218  0.0085
C: -2.311 -4.985 4.364  -0.0007
C: 1.464 3.042 3.550  -0.0023
H: -0.777 4.188 2.010  -0.0006
H: -2.066 4.232 -1.478  0.0000
H: -6.182 1.283 1.870  0.0000
H: -2.295 5.071 2.118  0.0001
H: 0.836 -2.001 -5.241  0.0001
H: -2.134 5.517 -0.257  0.0001
H: -0.689 4.548 -0.420  -0.0001
H: -1.565 1.636 1.387  0.0030
H: -2.190 3.430 2.778  0.0000
H: -1.736 -2.086 -1.461  0.0004
H: -2.475 -7.366 6.782  0.0001
H: 3.521 1.272 -2.998  -0.0003
H: 1.572 4.909 4.633  -0.0002
H: 1.657 0.483 2.875  0.0027
H: 2.604 5.111 0.508  -0.0002
H: 1.127 2.458 4.401  0.0005
H: 2.207 2.667 0.265  -0.0008
H: -3.921 -6.074 5.238  0.0000
H: -4.009 0.982 -3.401  -0.0003
H: -0.023 -6.980 6.745  0.0000
H: -6.666 4.880 -0.397  0.0000
H: -7.670 2.950 0.789  0.0000
H: 0.201 1.013 2.439  0.0066
H: -0.515 2.389 0.214  -0.0054
H: -0.101 -0.675 -3.375  -0.0009
H: -3.753 1.539 1.754  0.0000
H: -2.939 -4.423 3.687  0.0001
H: 0.659 -3.693 3.526  0.0028
H: 3.201 -1.606 -5.970  0.0000
H: -4.233 5.136 -0.512  0.0000
H: 0.953 -5.337 5.197  0.0001
H: 4.522 0.152 -4.727  -0.0003
H: -3.260 2.580 -1.720  0.0004
H: -3.283 -1.396 -3.273  0.0000



Computed, not measured: 2 unconnected molecules or ions with the total composition CH2O2 in a non-equilibrium geometry, with ωB97M-V with the def2-TZVPD basis set.

Computed properties:
**Highest occupied orbital energy**: -0.377 Ha
**Energy relative to the best compared isomer or geometry (same formula, charge and spin)**: 173.3 kcal per mole
**Maximum force**: 5.5 eV Å⁻¹
**E_LUMO**: -0.0040 Ha
**Gap between HOMO and LUMO**: 10.15 eV
**Charge**: 0
**DFT total energy**: -189.51262 hartree

Last column: Löwdin charge in e.
Element x y z (Å)
O: 0.269 -0.290 1.949  0.0157
O: 0.293 1.081 1.672  0.0101
C: -0.080 0.149 0.765  -0.3292
H: -1.132 0.273 0.293  0.1180
H: 0.815 -0.419 -0.791  0.1854



> The highest charge belongs to which entry?

C24H46BN8Sn